This record from the OMol25 dataset describes a structure of composition C33H31AsBrCrF5N3O4PS. The level of theory is ωB97M-V/def2-TZVPD.

The gap between HOMO and LUMO (spin up / spin down) comes out at 6.6 / 7.1 eV. The multiplicity is 4. As for the energy relative to the best compared isomer or geometry (same formula, charge and spin): 41.96 kJ/mol. As for the net charge: +3.

Geometry as XYZ:
```
81
Properties=species:S:1:pos:R:3:mulliken_charge:R:1
Cr 0.40291 0.76920 0.96523 -0.0692
F -5.99480 3.42050 3.55645 -0.2589
C -4.98270 2.66893 3.17369 0.6684
C -4.06073 3.14503 2.26011 -0.1734
F -4.19012 4.36422 1.71069 -0.3423
C -3.00571 2.34967 1.86597 -0.2881
F -2.14954 2.89468 0.94883 -0.1698
C -2.81609 1.05854 2.31315 0.6593
S -1.58988 -0.07755 1.76644 -0.2536
C -3.76181 0.59929 3.23234 0.1937
F -3.65922 -0.63542 3.70648 -0.2827
C -4.82301 1.37939 3.66495 0.1457
F -5.68898 0.89571 4.53196 -0.2433
C 0.80358 6.17013 2.63787 -1.4669
C 0.97210 4.70395 2.90884 0.4848
C 1.55988 4.23293 4.08293 -0.3989
C 1.74161 2.87355 4.29395 -0.8105
C 1.29829 2.03541 3.30068 0.4365
Br 1.54236 0.15324 3.33250 -0.0186
N 0.69963 2.43799 2.18265 0.4975
C 0.55421 3.75722 1.98606 -0.7374
H 0.86646 6.74719 3.55760 0.4135
H -0.15897 6.37878 2.17222 0.3676
H 1.58807 6.52732 1.96876 0.3242
H 1.88871 4.93564 4.83859 0.4714
H 2.20853 2.48735 5.18845 0.5309
H 0.07098 4.04496 1.06329 0.6478
O 0.58430 -0.97092 0.15168 2.1141
As 1.26816 -2.34104 -0.57827 0.8579
C 0.14602 -3.80473 -0.14202 0.0672
C 0.63652 -5.09624 -0.32290 -0.2923
C -0.18486 -6.17393 -0.03220 -0.7588
C -1.47435 -5.95581 0.43871 -0.5197
C -1.95108 -4.66437 0.62376 -0.7287
C -1.14207 -3.57542 0.33200 -0.2400
C 1.23814 -2.08668 -2.47734 0.6150
C 0.36205 -2.85265 -3.24791 -1.2192
C 0.31455 -2.66634 -4.62658 -0.4454
C 1.14117 -1.72535 -5.22985 -0.6659
C 2.02745 -0.97614 -4.46268 -0.6760
C 2.07985 -1.15641 -3.08753 -0.3856
C 3.05028 -2.61534 0.00576 0.3673
C 3.29692 -2.63906 1.37805 -0.4885
C 4.57241 -2.92429 1.83347 -0.8762
C 5.58791 -3.19823 0.92315 -0.5522
C 5.33374 -3.19488 -0.44085 -0.8043
C 4.05926 -2.90612 -0.90925 -0.3042
H 1.64928 -5.26721 -0.67134 0.4564
H 0.18355 -7.18235 -0.16146 0.4447
H -2.10774 -6.80074 0.67335 0.4270
H -2.94926 -4.50534 1.00901 0.4664
H -1.49691 -2.56556 0.50075 0.1519
H -0.24893 -3.61926 -2.78204 0.4055
H -0.33832 -3.28282 -5.23180 0.4753
H 1.12060 -1.59971 -6.30453 0.4792
H 2.69390 -0.27008 -4.94038 0.4990
H 2.79735 -0.59226 -2.50306 0.4291
H 2.49095 -2.47272 2.08387 0.5494
H 4.77506 -2.95438 2.89551 0.4671
H 6.58122 -3.43076 1.28287 0.4428
H 6.12520 -3.42404 -1.14119 0.4620
H 3.86437 -2.91372 -1.97417 0.3960
N -3.19023 3.64826 -1.54161 -0.1125
C -1.83894 3.35187 -2.12663 -1.1921
P -1.38417 1.62497 -1.62660 1.5089
O -2.69272 0.96129 -1.36105 -1.1290
O -0.24193 1.72411 -0.63186 -0.6566
C -0.72255 0.74435 -3.11600 -0.2481
N -1.64769 -0.41152 -3.38630 0.0115
H -3.65936 4.42352 -2.01419 0.4225
H -3.12480 3.87235 -0.54233 0.0939
H -3.76573 2.79462 -1.60158 0.3821
H -1.12746 4.10234 -1.79157 0.3797
H -1.93675 3.41972 -3.20938 0.5809
H 0.26546 0.34537 -2.89428 -0.5736
H -0.64885 1.36917 -4.00341 0.6299
H -1.13487 -1.29990 -3.34626 -0.0627
H -2.09568 -0.35428 -4.30132 0.4304
H -2.38570 -0.38938 -2.65094 0.4267
O 3.48614 1.09262 -0.16430 -0.1444
C 2.44342 1.06753 0.23432 0.3088
```